An isolated molecule of C17H15N3O3. Source: the OMol25 dataset; level of theory: ωB97M-V/def2-TZVPD.

Last column: Mulliken charge in e.
CARTESIAN COORDINATES (ANGSTROEM)
1 O -0.51787 -0.81401 1.09098  -0.564
2 C -0.61515 -1.90577 0.57001  0.496
3 C 0.44833 -2.98135 0.77912  -0.882
4 C 1.54896 -2.76870 -0.27558  -0.771
5 N 1.91878 -1.37463 -0.32703  0.259
6 C 1.27658 -0.46991 -1.15874  0.067
7 O 0.51324 -0.77757 -2.04243  -0.632
8 C 1.74758 0.86543 -0.73297  0.763
9 C 1.45643 2.12210 -1.21946  -0.395
10 C 2.02929 3.21382 -0.57484  -0.654
11 C 2.86805 3.04355 0.51502  -0.469
12 C 3.16890 1.77448 1.00021  -0.565
13 C 2.59765 0.69344 0.36347  0.076
14 C 2.69530 -0.75663 0.64901  0.329
15 O 3.30876 -1.33992 1.50423  -0.645
16 N -1.60931 -2.27636 -0.25875  -0.085
17 C -2.63363 -1.41021 -0.82999  -1.283
18 C -2.65548 -0.03168 -0.22870  0.695
19 C -1.99206 1.02020 -0.84814  -0.051
20 C -2.04738 2.27395 -0.26329  -0.516
21 N -2.71374 2.53324 0.84806  -0.663
22 C -3.35419 1.53391 1.42901  -0.367
23 C -3.36532 0.24041 0.93413  -0.369
24 H 0.04038 -3.98829 0.69930  0.407
25 H 0.87953 -2.83835 1.77068  0.362
26 H 2.43565 -3.35406 -0.02142  0.360
27 H 1.19190 -3.04332 -1.27201  0.421
28 H 0.80594 2.25111 -2.07024  0.568
29 H 1.81320 4.21138 -0.92731  0.430
30 H 3.29283 3.91073 0.99823  0.400
31 H 3.81964 1.63441 1.84914  0.501
32 H -1.54689 -3.18391 -0.69397  0.274
33 H -2.44550 -1.32670 -1.90736  0.349
34 H -3.60581 -1.89504 -0.67605  0.499
35 H -1.43041 0.85024 -1.75339  0.487
36 H -1.53631 3.11960 -0.70610  0.396
37 H -3.88753 1.78663 2.33642  0.371
38 H -3.90031 -0.54225 1.45071  0.401

Computed properties:
**SMILES**: O=C(CCN1C(=O)c2ccccc2C1=O)NCc1ccncc1
**LUMO energy**: -0.28 eV
**Gap between HOMO and LUMO**: 8.96 eV
**F_max**: 0.8 eV Å⁻¹
**Energy relative to the best compared isomer or geometry (same formula, charge and spin)**: 33.9 kJ/mol


An isolated molecule of C17H15N3O3S at a distorted geometry. Source: the OMol25 dataset; level of theory: ωB97M-V/def2-TZVPD.

Last column: Mulliken charge in e.
CARTESIAN COORDINATES (ANGSTROEM)
1 C 2.50878 3.18466 5.16848  -1.297
2 C 2.81093 3.16022 3.68350  0.804
3 O 3.43120 4.02957 3.11828  -0.611
4 N 2.30157 2.04711 3.07533  -0.117
5 C 2.38085 1.65873 1.73670  0.362
6 C 3.01589 2.42082 0.76098  -0.598
7 C 3.05312 1.95861 -0.54251  -0.761
8 C 2.47325 0.75354 -0.88952  -0.829
9 C 1.83759 -0.01034 0.08686  0.401
10 N 1.27287 -1.23215 -0.30405  -0.049
11 C 0.54293 -2.10157 0.42816  0.607
12 O 0.25147 -1.98871 1.59660  -0.664
13 C 0.11620 -3.35159 -0.34635  -0.771
14 S -0.20231 -3.09756 -2.12328  -0.210
15 C -1.48061 -1.93409 -2.01981  0.598
16 N -2.06935 -1.39355 -3.02987  -0.667
17 C -3.00167 -0.54634 -2.47104  0.687
18 C -3.93861 0.29969 -3.04615  -0.721
19 C -4.74061 1.02538 -2.18736  -0.417
20 C -4.62172 0.92209 -0.80201  -0.477
21 C -3.69326 0.08385 -0.20978  -0.864
22 C -2.89497 -0.64210 -1.06891  0.458
23 O -1.90787 -1.54315 -0.79328  -0.183
24 C 1.79040 0.44353 1.39559  -0.300
25 H 1.43354 3.17442 5.33425  0.330
26 H 2.94784 2.31615 5.65518  0.329
27 H 2.92878 4.08712 5.60245  0.353
28 H 1.80359 1.39371 3.66506  0.217
29 H 3.47233 3.35857 1.02653  0.530
30 H 3.54491 2.54987 -1.29966  0.373
31 H 2.50937 0.40157 -1.91037  0.381
32 H 1.41585 -1.46888 -1.28002  0.134
33 H 0.91986 -4.08887 -0.30480  0.425
34 H -0.77207 -3.77158 0.12541  0.373
35 H -4.02651 0.37538 -4.11702  0.432
36 H -5.48309 1.69327 -2.59748  0.378
37 H -5.27194 1.51082 -0.17329  0.380
38 H -3.59299 -0.00392 0.85957  0.454
39 H 1.29520 -0.15041 2.14648  0.532

Computed properties:
**SMILES**: CC(=O)Nc1cccc(NC(=O)CSc2nc3ccccc3o2)c1
**LUMO energy**: 0.45 eV
**Gap between HOMO and LUMO**: 8.89 eV
**F_max**: 1.3 eV Å⁻¹
**Energy relative to the best compared isomer or geometry (same formula, charge and spin)**: 0.0 kJ/mol


C17H16BClGaIN5OS2 as an isolated structure at a distorted geometry. Source: the OMol25 dataset; level of theory: ωB97M-V/def2-TZVPD.

Last column: Mulliken charge in e.
CARTESIAN COORDINATES (ANGSTROEM)
1 Ga 0.60045 0.57732 -0.60496  0.593
2 C 1.17725 -4.03027 2.10284  -0.930
3 N 0.23677 -2.94437 2.25127  0.114
4 C -0.82831 -2.98869 3.10446  -0.470
5 C -1.54220 -1.87359 2.83143  -0.625
6 N -0.96130 -1.17210 1.82454  0.181
7 B -1.27561 0.25383 1.47067  0.073
8 N -0.42477 1.19570 2.34890  0.525
9 C -0.43843 1.14717 3.77049  -0.683
10 C 0.49147 2.00540 4.22554  -0.289
11 N 1.01669 2.62761 3.13095  0.143
12 C 1.93171 3.77409 3.13439  -0.930
13 C 0.49362 2.11028 2.01876  0.140
14 S 0.97132 2.56940 0.40149  -0.302
15 C 0.13411 -1.86509 1.45991  0.361
16 S 1.34407 -1.35730 0.27143  -0.339
17 H 2.02897 -3.70600 1.55929  0.352
18 H 0.79155 -4.93822 1.59263  0.332
19 H 1.57464 -4.36445 3.04891  0.368
20 H -0.94626 -3.83650 3.76164  0.505
21 H -2.55989 -1.52378 3.15923  0.458
22 H -2.43744 0.39658 1.64031  -0.089
23 H -1.11018 0.38346 0.31034  -0.533
24 H -1.15790 0.52448 4.28730  0.484
25 H 0.77046 2.20210 5.28432  0.395
26 H 2.15037 3.91754 4.16297  0.325
27 H 1.49532 4.59335 2.60986  0.388
28 H 2.85212 3.59018 2.61795  0.373
29 Cl -0.73682 -0.12064 -7.10864  -0.240
30 C -0.01996 -0.34309 -5.58080  0.323
31 C 1.30635 -0.70000 -5.45342  -0.373
32 C 1.95006 -0.52857 -4.17899  -0.820
33 I 4.01281 -1.16662 -3.90800  0.063
34 C 1.23371 -0.01138 -3.15421  1.096
35 O 1.81180 0.44517 -2.04201  -0.514
36 C -0.16977 0.14689 -3.25377  0.370
37 N -0.82336 0.46256 -2.08740  0.054
38 C -2.06522 0.90153 -2.19427  0.155
39 C -2.79419 0.97036 -3.41827  -0.952
40 C -2.15248 0.42384 -4.49782  -0.433
41 C -0.81760 0.06834 -4.46885  -0.223
42 H 1.90467 -0.99431 -6.30488  0.422
43 H -2.51967 1.28700 -1.26187  0.370
44 H -3.77533 1.49019 -3.41586  0.395
45 H -2.72359 0.40062 -5.44781  0.388

Computed properties:
**LUMO energy**: -3.12 eV
**Gap between HOMO and LUMO**: 7.35 eV
**Charge**: +1
**F_max**: 3.1 eV Å⁻¹


A 2-piece molecular cluster, C17H16BN4O8 overall at a distorted geometry. Source: the OMol25 dataset; level of theory: ωB97M-V/def2-TZVPD.

Last column: Mulliken charge in e.
CARTESIAN COORDINATES (ANGSTROEM)
1 N -5.51044 3.34483 -2.95444  -0.470
2 C -4.63789 2.76429 -2.42799  0.130
3 C -3.55102 2.23634 -1.66893  0.337
4 C -3.36766 2.27003 -0.28047  -0.925
5 C -2.05520 2.33976 0.26220  -0.439
6 N -1.85947 2.97828 1.55477  0.893
7 O -2.89900 3.31960 2.19857  -0.617
8 O -0.70862 3.03463 2.08201  -0.484
9 C -0.93868 1.94546 -0.46691  1.240
10 C -1.19203 1.72397 -1.80287  -0.163
11 N -0.20357 2.02115 -2.74074  0.687
12 O 1.01446 2.07967 -2.70993  -0.587
13 O -1.01465 2.51832 -3.96435  -0.246
14 N -2.36383 2.47447 -3.69841  -0.486
15 C -2.41815 1.94808 -2.45926  0.033
16 H -4.25861 2.29129 0.34895  0.478
17 H -0.01307 2.53470 -0.26472  0.634
18 C -1.49659 -5.47429 -0.36932  -1.363
19 C -0.34536 -4.64621 -0.15889  0.485
20 C 0.94527 -5.03791 -0.37668  -0.487
21 C 1.73595 -3.95317 -0.03801  -0.744
22 C 0.91100 -2.88866 0.31164  0.400
23 B 1.60791 -1.51069 1.02542  0.805
24 O 0.49167 -0.96475 1.67822  -0.421
25 C 0.83620 0.38711 1.95851  -0.696
26 C 2.09975 0.82580 1.20975  1.235
27 C 2.07275 2.33978 1.13795  -1.921
28 C 2.21983 0.35981 -0.26222  0.212
29 O 1.87880 -0.99454 -0.37677  -0.553
30 C 3.10981 0.00559 2.03957  -0.870
31 O 2.88740 -1.37768 1.78881  -0.519
32 O -0.36303 -3.35179 0.26950  -0.347
33 H -1.17724 -6.47675 -0.09311  0.323
34 H -2.38441 -5.26278 0.21420  0.327
35 H -1.74368 -5.49582 -1.42821  0.243
36 H 1.26980 -5.99010 -0.76699  0.392
37 H 2.80485 -3.81696 -0.00571  0.402
38 H 0.00724 0.95792 1.56449  0.079
39 H 0.98998 0.45937 3.06015  0.296
40 H 2.59068 2.76481 0.25594  0.277
41 H 1.04800 2.56317 0.81815  0.507
42 H 2.17702 2.82672 2.13135  0.444
43 H 1.47820 0.97321 -0.85235  -0.545
44 H 3.28027 0.52561 -0.59944  0.337
45 H 4.10924 0.30720 1.73426  0.346
46 H 2.93609 0.12115 3.12232  0.345

Computed properties:
**LUMO energy**: -0.33 eV
**Gap between HOMO and LUMO**: 3.46 eV
**Charge**: -1
**F_max**: 4.4 eV Å⁻¹
**Energy relative to the best compared isomer or geometry (same formula, charge and spin)**: 222.7 kJ/mol


C17H16BeCl2N4O2S as an isolated structure. Source: the OMol25 dataset; level of theory: ωB97M-V/def2-TZVPD.

Last column: Mulliken charge in e.
CARTESIAN COORDINATES (ANGSTROEM)
1 Be 0.24290 -0.16904 -0.16735  -0.069
2 C -2.52932 2.57359 -4.51252  -0.975
3 C -2.98398 1.19069 -4.05485  -0.381
4 N -1.88745 0.27588 -3.76361  -0.150
5 C -1.15650 0.29569 -2.62935  0.284
6 S -0.17992 -1.06097 -2.26965  -0.516
7 N -1.25261 1.37835 -1.87259  -0.976
8 N -0.60720 1.28514 -0.70546  0.768
9 C -0.46119 2.35260 0.00821  0.713
10 C -0.90884 3.70290 -0.44088  -1.546
11 C 0.18035 2.13408 1.30200  0.483
12 C 0.74670 3.14116 2.07929  -0.758
13 C 1.34924 2.79921 3.27674  -0.392
14 C 1.36321 1.47016 3.67634  -0.803
15 C 0.78856 0.53165 2.83421  0.021
16 N 0.21651 0.85306 1.68407  -0.023
17 H -3.39666 3.16394 -4.81316  0.342
18 H -1.84750 2.48955 -5.35936  0.285
19 H -2.01372 3.08264 -3.70268  0.196
20 H -3.57598 0.72667 -4.84310  0.403
21 H -3.61601 1.28465 -3.16718  0.253
22 H -1.84393 -0.59113 -4.26579  0.234
23 H -1.71524 3.58894 -1.16138  0.325
24 H -0.08831 4.22980 -0.93552  0.294
25 H -1.24374 4.30694 0.40176  0.469
26 H 0.73665 4.16586 1.73384  0.380
27 H 1.81093 3.56101 3.89090  0.418
28 H 1.80879 1.16575 4.61259  0.401
29 H 0.78207 -0.52304 3.08847  0.398
30 Cl 5.22062 -4.63311 1.35476  -0.230
31 C 4.19084 -3.30012 0.94378  0.222
32 C 4.77221 -2.10166 0.49581  -0.625
33 C 3.98299 -1.03675 0.15994  0.174
34 Cl 4.70072 0.44040 -0.36662  -0.203
35 C 2.55802 -1.10016 0.21875  0.266
36 O 1.84734 -0.10163 -0.14040  -0.601
37 C 2.00870 -2.32139 0.71497  1.452
38 C 0.59729 -2.43871 0.87923  -0.257
39 O -0.24646 -1.57643 0.59441  -0.310
40 C 2.83754 -3.40670 1.06518  -1.100
41 H 5.84743 -2.01884 0.41972  0.449
42 H 0.22743 -3.37676 1.31422  0.289
43 H 2.38569 -4.32045 1.43141  0.394

Computed properties:
**LUMO energy**: -0.48 eV
**Gap between HOMO and LUMO**: 7.13 eV
**F_max**: 0.8 eV Å⁻¹


An isolated molecule of C17H16BrO3P at a distorted geometry. Source: the OMol25 dataset; level of theory: ωB97M-V/def2-TZVPD.

Last column: Mulliken charge in e.
CARTESIAN COORDINATES (ANGSTROEM)
1 C 0.04608 3.24152 -0.37723  -1.041
2 C -1.30540 2.56660 -0.22519  -0.364
3 O -1.17487 1.27967 0.36692  -0.291
4 P -0.65546 0.07773 -0.56506  0.851
5 O -1.02136 0.20992 -1.98026  -0.734
6 C 1.08088 -0.07505 -0.25900  -0.688
7 C 2.26956 -0.22118 -0.10171  0.396
8 C 3.65833 -0.37912 0.10260  0.561
9 C 4.21546 -1.65848 0.12692  -0.508
10 C 5.57400 -1.81088 0.32590  -0.439
11 C 6.38341 -0.69917 0.50079  -0.464
12 C 5.83205 0.57237 0.47647  -0.439
13 C 4.47493 0.73866 0.27844  -0.539
14 C -1.40471 -1.43776 0.20851  -0.405
15 O -0.95462 -2.51110 -0.56619  -0.578
16 C -2.88408 -1.19408 0.20933  0.527
17 C -3.46476 -0.54424 1.29380  -0.176
18 C -4.80825 -0.22321 1.28697  -0.613
19 C -5.57398 -0.55698 0.18218  0.046
20 Br -7.42666 -0.11683 0.16446  -0.198
21 C -5.01820 -1.20454 -0.90599  -0.647
22 C -3.67023 -1.51657 -0.88963  -0.377
23 H -0.08025 4.24130 -0.78366  0.420
24 H 0.54621 3.30559 0.58647  0.266
25 H 0.66471 2.65476 -1.05524  0.270
26 H -1.78472 2.46329 -1.20469  0.339
27 H -1.96113 3.13054 0.44362  0.329
28 H 3.57588 -2.51755 -0.01091  0.451
29 H 6.00486 -2.80096 0.34457  0.390
30 H 7.44473 -0.82365 0.65572  0.382
31 H 6.46377 1.43777 0.61216  0.390
32 H 4.03692 1.72575 0.25692  0.446
33 H -1.03026 -1.59423 1.22246  0.524
34 H -1.07040 -2.27469 -1.49757  0.423
35 H -2.85716 -0.28548 2.14815  0.378
36 H -5.25796 0.28063 2.12879  0.428
37 H -5.62768 -1.45723 -1.75990  0.419
38 H -3.23966 -2.02312 -1.73992  0.263

Computed properties:
**SMILES**: CCO[P@@](=O)(C#Cc1ccccc1)[C@H](O)c1ccc(Br)cc1
**LUMO energy**: 0.25 eV
**Gap between HOMO and LUMO**: 9.16 eV
**F_max**: 1.2 eV Å⁻¹